Entry 1:
64
Properties=species:S:1:pos:R:3:forces:R:3:mulliken_spin:R:1 method="wB97M-V/def2-TZVPD" total_charge=-2 multiplicity=2 e_above_lowest_ev=2.421 homo_ev="-0.562 / -0.458" homo_lumo_gap_ev="4.93 / 4.82"
Tc -0.932720 0.253654 1.434350 -1.51 -1.25 -1.42 1.00
Se -1.326561 -0.658357 3.970629 -0.08 -0.17 0.78 0.02
Se -3.386056 -1.495529 4.742693 -0.08 -0.20 -0.35 0.01
Se -4.764274 -0.983074 2.821158 0.14 -0.24 -0.16 0.00
Se -3.552359 0.265322 1.216876 -0.26 0.52 0.11 0.01
C 2.703367 1.336020 1.685518 -0.33 -0.22 -0.34 0.01
C 4.254800 1.330171 1.659406 0.06 0.08 0.12 0.00
N 4.775067 0.141023 0.966148 -0.05 0.03 0.17 0.00
C 4.227742 -1.043037 1.639841 -0.02 0.12 0.24 0.00
C 2.673440 -1.011183 1.629079 -0.10 -0.14 -0.39 0.00
N 2.198783 0.171901 0.924861 0.63 0.46 0.05 -0.01
C 2.741514 0.231986 -0.430447 -0.08 -0.36 -0.06 0.00
C 4.288050 0.188326 -0.410446 0.03 0.08 -0.05 0.00
H 2.271235 2.236265 1.245206 0.04 0.02 -0.01 0.00
H 2.293122 1.250865 2.689253 0.07 0.09 0.03 0.00
H 4.666244 1.337483 2.673053 -0.01 -0.03 0.01 0.00
H 4.648604 2.213967 1.150028 0.00 -0.02 -0.04 0.00
H 4.615304 -1.021363 2.662908 -0.04 -0.11 0.01 0.00
H 4.615353 -1.944536 1.158232 0.02 0.04 -0.08 0.00
H 2.234474 -0.972106 2.629445 0.11 -0.04 0.05 0.00
H 2.249819 -1.885725 1.124192 0.31 0.01 -0.07 0.00
H 2.341385 1.121847 -0.919899 0.04 0.05 0.05 0.00
H 2.351859 -0.619181 -0.985522 -0.01 -0.01 -0.03 0.00
H 4.728913 1.072133 -0.881042 -0.03 -0.02 -0.05 0.00
H 4.663950 -0.691620 -0.940805 0.02 0.00 0.01 0.00
N -4.634434 -3.202176 -0.509237 0.07 0.02 -0.06 0.00
C -3.694577 -4.169565 -0.406323 -0.09 -0.03 0.07 0.00
O -3.881352 -5.319387 -0.785889 0.04 0.01 -0.04 0.00
C -2.409507 -3.747658 0.231440 -0.03 -0.07 -0.03 0.00
C -1.529250 -4.689333 0.738379 -0.07 0.08 0.04 0.01
C -0.396984 -4.223132 1.377944 0.04 0.05 0.00 -0.01
C -0.212537 -2.855714 1.526357 0.16 0.02 0.11 0.04
N -1.052934 -1.938644 1.045907 -0.36 -0.50 -0.41 -0.03
C -2.100390 -2.406415 0.357540 0.02 0.11 0.04 0.03
H -5.531545 -3.480592 -0.864248 -0.02 0.00 0.02 0.00
H -4.561187 -2.317918 -0.018326 -0.03 -0.05 0.04 0.00
H -1.751614 -5.742445 0.627022 0.00 -0.01 0.01 0.00
H 0.340866 -4.896150 1.793057 -0.01 0.00 0.00 0.00
H 0.673902 -2.492172 2.013655 -0.18 0.14 0.33 0.00
H -2.724935 -1.645188 -0.079486 0.03 0.05 -0.05 0.00
O 0.113050 0.856917 2.580675 1.36 0.93 0.77 0.00
Br -1.428382 2.930232 1.457741 0.10 0.85 0.36 0.00
C -2.317975 4.930195 -1.698434 0.00 -0.01 0.17 0.00
N -1.423436 3.813686 -1.871505 -0.09 0.07 0.02 0.00
C -0.093105 4.073465 -1.351534 0.22 -0.24 -0.16 0.00
C -2.099698 2.529823 -1.647660 0.34 -0.41 -0.03 0.00
C -1.193201 1.333651 -1.874433 -0.14 0.10 -0.06 -0.01
C -0.798212 1.189919 -3.208072 -0.01 -0.02 0.01 0.00
C -0.073558 0.102744 -3.661599 -0.01 0.04 -0.03 0.00
C 0.256487 -0.869548 -2.735560 0.00 -0.03 0.07 0.01
C -0.110205 -0.702604 -1.404984 0.14 0.05 -0.01 0.00
C -0.825164 0.394795 -0.872565 0.09 -0.27 0.10 -0.03
H -1.835534 5.846174 -2.055176 -0.01 0.01 -0.01 0.00
H -2.614683 5.082639 -0.648828 0.00 0.00 0.00 0.00
H -3.226643 4.767991 -2.286732 -0.01 0.00 -0.01 0.00
H 0.350696 4.866409 -1.968695 0.00 0.05 0.04 0.00
H 0.522882 3.182522 -1.486802 -0.03 -0.04 0.00 0.00
H -0.011254 4.346836 -0.291652 -0.29 0.02 -0.12 0.00
H -2.884999 2.522129 -2.415572 -0.06 -0.20 0.03 0.00
H -2.576484 2.355697 -0.685068 -0.06 0.59 0.18 0.00
H -1.098402 1.971969 -3.899571 0.01 -0.01 -0.01 0.00
H 0.205703 0.012480 -4.706196 0.00 -0.01 0.00 0.00
H 0.813423 -1.754542 -3.031326 -0.01 0.00 0.00 0.00
H 0.234126 -1.482370 -0.738976 0.02 -0.01 0.01 -0.05

Entry 2:
61
Properties=species:S:1:pos:R:3:forces:R:3:nbo_charge:R:1 method="wB97M-V/def2-TZVPD" total_charge=-1 multiplicity=1 homo_ev="-3.589 / -3.366" homo_lumo_gap_ev="5.91 / 5.69"
Ir -0.276184 3.058989 1.206121 0.64 1.96 2.92 0.76
C -1.336284 7.774589 1.546121 0.03 -0.13 0.04 -0.64
C -1.223184 6.284189 1.726621 -1.08 -0.62 0.54 -0.21
S 0.266216 5.602489 1.193521 -0.03 -2.76 -0.50 -0.11
C -2.233284 5.550689 2.270321 0.84 0.99 -0.16 -0.24
C -3.555584 6.164989 2.628421 0.10 0.01 0.04 -0.64
S -2.124784 3.863889 2.643021 1.28 -1.26 -1.11 -0.21
H -0.384284 8.166389 1.195221 -0.01 0.14 -0.05 0.22
H -1.587884 8.263189 2.489221 -0.02 0.10 0.00 0.20
H -2.108884 8.017189 0.815321 -0.02 0.11 -0.06 0.21
H -3.448284 7.184289 2.995621 -0.06 0.11 0.05 0.20
H -4.034084 5.557689 3.392921 -0.16 0.05 0.08 0.22
H -4.207084 6.182589 1.752321 -0.14 0.04 -0.01 0.21
Cl -0.607484 2.687089 -1.160779 0.57 -0.12 0.11 -0.66
Cl 2.602916 1.186989 1.490121 0.37 -0.44 -0.22 -0.15
C 1.848316 2.736889 1.943621 -1.75 1.02 -0.76 -0.60
H 2.517816 3.491789 1.522321 -0.30 -0.07 0.03 0.20
H 1.939416 2.773189 3.035321 -0.40 0.04 -0.27 0.19
C 1.198916 -4.771111 -1.111479 0.07 0.23 0.00 -0.61
C 2.272216 -3.765811 -0.683179 0.12 0.00 0.01 -0.05
C 3.331316 -3.656611 -1.787579 -0.18 0.05 0.19 -0.61
C 2.966316 -4.358611 0.552821 -0.03 0.21 -0.12 -0.60
C 1.717716 -2.333711 -0.331679 -0.44 0.07 -0.11 0.30
O 2.720416 -1.771811 0.482521 0.17 0.18 0.28 -0.76
C 1.530316 -1.355111 -1.519579 0.08 -0.25 -0.05 -0.44
C 0.610916 -1.700711 -2.706879 0.06 0.04 0.09 -0.43
C -0.869584 -1.576111 -2.458579 -0.18 -0.01 -0.11 -0.04
C -1.452784 -0.318411 -2.317679 -0.03 -0.21 -0.26 -0.22
C -2.800684 -0.177711 -2.030579 -0.04 0.02 -0.03 -0.21
C -3.592684 -1.306011 -1.910779 0.21 -0.03 -0.08 -0.05
Cl -5.275984 -1.148311 -1.527479 -0.18 0.02 0.02 -0.01
C -3.053284 -2.565611 -2.109679 -0.10 0.03 0.05 -0.25
C -1.700684 -2.689811 -2.380779 0.00 0.01 -0.05 -0.17
C 0.379916 -2.448811 0.467021 0.53 -0.57 -0.32 -0.26
N 0.044016 -1.257011 1.195821 -0.51 0.81 -0.17 -0.19
C -0.526784 -0.120211 0.772221 0.06 -0.12 0.17 0.20
N -0.661384 0.718889 1.782121 0.30 1.08 -0.87 -0.51
C -0.154084 0.031689 2.830121 0.00 -0.01 -0.09 0.16
N 0.272116 -1.163811 2.513321 0.21 -0.37 0.84 -0.28
H 1.685216 -5.707211 -1.382879 0.03 -0.08 -0.03 0.21
H 0.631516 -4.430511 -1.968679 -0.12 0.01 -0.17 0.20
H 0.504816 -4.985911 -0.303579 -0.13 -0.04 0.10 0.21
H 3.840216 -4.611211 -1.909379 0.01 -0.13 -0.02 0.20
H 4.076116 -2.915411 -1.513679 0.11 0.13 -0.01 0.22
H 2.889316 -3.382511 -2.741079 0.01 0.05 -0.17 0.20
H 3.359316 -5.344911 0.315921 -0.04 -0.17 -0.07 0.19
H 2.278716 -4.452711 1.386821 -0.10 -0.05 0.21 0.20
H 3.787016 -3.725311 0.865221 0.11 0.02 0.09 0.24
H 2.498616 -0.859011 0.730421 -0.13 -0.20 -0.13 0.49
H 2.529016 -1.162811 -1.917379 -0.04 0.01 0.07 0.23
H 1.197816 -0.405211 -1.092179 0.07 0.10 -0.02 0.23
H 0.836016 -2.697711 -3.081279 0.02 -0.02 -0.12 0.20
H 0.866016 -0.989811 -3.496479 0.04 -0.08 -0.06 0.23
H -0.861984 0.584389 -2.406279 0.09 -0.02 0.03 0.27
H -3.212884 0.809489 -1.890279 -0.06 0.10 0.04 0.25
H -3.685684 -3.438711 -2.050279 -0.05 -0.06 0.03 0.22
H -1.301484 -3.682711 -2.537679 0.09 -0.05 0.01 0.20
H 0.467216 -3.231711 1.220321 -0.06 0.03 -0.08 0.23
H -0.429984 -2.679311 -0.225379 0.01 -0.06 0.20 0.23
H -0.840084 0.067789 -0.231879 0.04 0.12 -0.12 0.25
H -0.118484 0.428689 3.824221 0.09 0.05 0.20 0.21

Entry 3:
62
Properties=species:S:1:pos:R:3:forces:R:3:nbo_charge:R:1 method="wB97M-V/def2-TZVPD" total_charge=+1 multiplicity=1 e_above_lowest_ev=0.222 homo_ev=-11.585 homo_lumo_gap_ev=7.93
Zr 0.276431 -0.627339 1.146708 0.05 -0.35 0.35 2.27
Cl -0.946542 4.393945 6.356094 0.00 -0.01 -0.01 0.06
C -0.979805 3.099993 5.214447 0.03 0.05 0.02 -0.03
C 0.059872 2.976142 4.302756 -0.09 -0.05 0.02 -0.23
C -0.028274 1.923423 3.421194 0.07 -0.03 -0.08 -0.08
Cl 1.230765 1.634336 2.211425 0.02 0.24 0.16 0.12
C -1.064596 0.999919 3.384493 0.00 0.10 0.02 0.31
O -1.040763 0.029862 2.472936 -0.03 -0.11 -0.20 -0.85
C -2.088059 1.162642 4.316540 0.05 0.10 0.00 -0.08
Cl -3.403546 0.058641 4.312249 -0.02 -0.03 -0.01 0.07
C -2.041828 2.207575 5.226744 -0.01 -0.04 -0.04 -0.21
H 0.887243 3.669849 4.293639 0.01 0.00 0.00 0.26
H -2.839894 2.323786 5.945894 0.00 0.01 0.00 0.26
C -1.880853 -2.653943 0.208705 -0.05 -0.14 0.16 -1.15
Si -2.032238 -1.205004 -0.988759 -0.03 0.05 -0.11 1.73
C -3.448414 -0.158584 -0.359481 -0.05 -0.04 0.00 -1.13
C -2.439717 -1.794654 -2.717756 0.00 0.02 0.04 -1.13
C -0.367774 -0.299541 -0.909440 0.07 -0.01 0.17 -2.03
Si -0.541525 1.558558 -1.315899 -0.03 -0.05 0.01 1.74
C -1.460104 2.476335 0.058635 -0.02 0.05 0.00 -1.14
C -1.504877 1.795472 -2.905880 0.02 0.06 0.05 -1.14
C 1.144462 2.389863 -1.530180 0.01 0.00 -0.01 -1.14
Si 0.983678 -1.103780 -1.918612 -0.07 0.00 -0.04 1.73
C 1.188123 -0.465712 -3.659258 0.04 -0.08 0.02 -1.14
C 0.978859 -2.979203 -1.924357 0.04 0.00 0.03 -1.13
C 2.584798 -0.745073 -0.927035 0.12 0.01 -0.02 -0.14
C 3.858448 -0.814456 -1.479261 0.00 0.00 0.00 -0.23
C 4.980454 -0.680030 -0.678848 -0.01 0.00 -0.01 -0.11
C 4.817079 -0.492673 0.686019 -0.05 0.01 0.02 -0.24
C 3.535850 -0.426658 1.188435 0.04 0.00 0.04 0.08
N 2.449482 -0.531606 0.407666 -0.10 0.09 -0.16 -0.63
H -2.783648 -3.269282 0.144785 -0.03 0.06 -0.06 0.28
H -1.853815 -2.370815 1.272615 0.05 0.06 -0.03 0.25
H -1.040604 -3.323565 0.015403 0.00 0.01 -0.03 0.25
H -4.361106 -0.755634 -0.442783 0.00 0.01 0.01 0.26
H -3.610137 0.755266 -0.930551 0.01 0.01 -0.02 0.24
H -3.337765 0.113991 0.691948 0.04 -0.02 0.00 0.25
H -3.403889 -2.308239 -2.720695 -0.01 0.00 0.03 0.26
H -1.706175 -2.480612 -3.139390 0.03 -0.01 0.01 0.24
H -2.522632 -0.940942 -3.393412 -0.01 0.01 0.00 0.25
H -2.375811 2.907789 -0.352438 0.00 0.02 0.00 0.26
H -0.857370 3.305964 0.434076 0.00 0.01 0.00 0.24
H -1.768428 1.874611 0.913440 0.02 -0.05 -0.03 0.24
H -2.525594 1.418227 -2.834882 -0.01 -0.01 0.00 0.24
H -1.026764 1.323262 -3.763740 0.02 -0.02 0.00 0.24
H -1.571147 2.866698 -3.116226 0.00 0.00 0.00 0.25
H 2.008330 1.813664 -1.193441 -0.04 -0.03 0.02 0.23
H 1.158464 3.334042 -0.981540 -0.02 0.01 -0.01 0.25
H 1.314694 2.634673 -2.580357 0.02 0.00 -0.01 0.25
H 0.278165 -0.647505 -4.233970 -0.02 -0.01 0.00 0.26
H 1.995861 -1.000877 -4.164103 0.01 0.00 0.01 0.25
H 1.409462 0.599618 -3.700513 -0.01 0.02 0.01 0.25
H 0.076364 -3.419627 -2.344955 -0.03 0.01 -0.02 0.25
H 1.121389 -3.402870 -0.925972 -0.01 0.03 0.01 0.25
H 1.821745 -3.321329 -2.531152 0.00 0.00 0.00 0.26
H 3.965883 -0.974989 -2.544001 -0.01 0.00 0.00 0.24
H 5.971699 -0.729423 -1.109832 0.00 0.00 0.00 0.24
H 5.662114 -0.400830 1.352334 0.00 0.00 0.00 0.25
H 3.358346 -0.294710 2.248870 0.03 0.00 -0.01 0.22
S 1.677894 -5.052812 2.060379 0.00 0.02 -0.01 0.07
C 1.208877 -3.559968 2.027755 0.01 -0.05 0.04 0.22
N 0.848862 -2.415864 2.002535 -0.07 0.09 -0.33 -0.91

In eV, the total energy values for the records above are, in order, -367436.1586, -90860.8489, -100608.5088.
In eV/Å, the maximum force values for the records above are, in order, 2.419, 3.578, 0.491.